1.
Here is a 13-piece molecular cluster, C37H64BBrN16O5P overall from the Open Molecules 2025 dataset. Energies are from wB97M-V/def2-TZVPD.

Each line ends with the Löwdin charge.
Positions of all 125 atoms, in Å:
H -10.2075 -3.0014 -0.6493  0.08
H 8.9618 -2.0888 2.0581  0.08
Br -1.2776 -2.0944 -3.5114  0.65
H 5.3584 -0.7868 2.4782  0.11
H 0.0977 3.1579 6.3719  0.07
C 0.0158 -5.4356 0.9045  -0.20
C 0.6190 -4.3070 -0.1130  -0.13
C 7.5749 -3.4730 2.9072  -0.21
H 0.6398 -6.3931 0.9319  0.11
H -1.6504 -3.4103 -1.3713  0.09
C 0.5803 5.5174 -6.6260  -0.23
N 6.4725 -3.7833 3.2206  0.12
N -3.8852 7.4863 -1.2382  0.11
N 0.1843 -3.0193 6.5046  0.11
H 2.9126 -1.8830 7.8048  0.09
H -1.2163 1.3063 -4.8479  0.07
C 4.9096 -3.0507 -5.0709  -0.06
C -1.6270 6.0065 -3.0176  -0.08
H 2.8066 -2.4871 0.1130  0.11
H 0.8244 -2.8039 2.4575  0.17
C -4.0572 10.0969 -1.8526  -0.06
H -0.5814 -0.9662 1.6641  0.17
H 9.6142 -3.0661 3.3921  0.08
H 1.0495 4.4860 7.0719  0.08
O 3.4674 -1.2090 1.6430  -0.25
H -0.3262 2.8442 -4.7680  0.06
H 9.3661 -3.7994 1.7918  0.08
H -8.9525 -2.0316 -1.4522  0.08
N -0.2987 -1.9305 -0.7275  -0.15
H -6.0275 -2.6219 1.7876  0.07
O 2.0789 -2.5134 -2.3668  -0.34
C 1.1002 3.5792 6.4667  -0.06
H 5.6168 -2.5192 -4.4318  0.08
C 4.5831 -1.6494 2.4681  -0.11
H 0.1509 -4.5681 -1.1441  0.12
C -4.1491 -3.4968 2.3006  -0.23
C 4.0744 -3.9851 -4.2425  -0.24
C -5.5666 -3.6111 1.8217  -0.07
C 2.6112 -2.2876 1.2345  -0.15
H -2.6170 -1.6518 1.1959  0.03
H -0.9132 5.3062 -2.5790  0.07
H -3.5050 1.8881 5.2251  0.09
N 4.0232 0.5119 -5.7173  0.11
H 1.8607 0.4667 0.5529  0.13
C 1.0584 -2.1744 1.5091  -0.13
H 3.2533 2.9742 -3.7839  0.06
B 0.6683 -0.1993 3.0951  -0.49
C -4.1144 0.6810 3.5712  -0.22
O 1.4344 -0.8744 4.1122  0.12
H -6.1377 -4.2470 2.5003  0.09
C 0.3262 -0.6247 -0.8479  -0.49
C -3.1363 1.6056 4.2372  -0.05
C -2.3628 3.0266 -5.3845  -0.25
C -1.2871 2.3614 -4.5761  -0.08
H 4.2746 -1.7925 3.5732  0.11
C 0.9630 -2.2971 7.0381  -0.24
H 0.8669 -1.6436 4.4076  0.10
H 1.7469 -4.3822 -0.2598  0.10
H -3.1128 10.5940 -1.6243  0.08
C -9.1860 -2.6258 -0.5671  -0.06
H 2.0776 -0.4765 7.1101  0.03
H -1.9106 5.6509 -4.0104  0.06
H -2.2562 -5.4911 1.3254  0.05
C 1.9484 -1.3814 7.7056  -0.07
H -3.1201 -0.7818 -1.8981  0.09
H -2.5168 6.0496 -2.3872  0.03
C -0.3554 6.5024 -7.2644  -0.06
H 5.1110 -2.5628 2.0266  0.06
C 0.3740 1.3259 -1.9869  -0.30
H 2.9924 -3.2469 1.7711  0.16
C 4.0109 2.9427 -4.5693  -0.07
N 3.3053 -0.1800 -1.5102  -0.15
C 0.0965 -2.8405 0.3621  -0.20
O 0.0745 1.0779 3.4621  0.11
H -9.1096 -1.9920 0.3182  0.08
H -0.8795 -3.0803 0.9589  0.13
H -1.6316 -6.9891 0.3616  0.08
H 1.4754 3.8339 5.4739  0.08
H -3.9287 -0.4087 0.5442  0.07
N -3.0176 -3.4115 2.6885  0.11
H -2.1318 -0.0411 0.4262  0.06
C 2.0144 2.5813 7.1176  -0.22
P 1.7915 -0.8151 -2.1197  0.98
H 3.8403 -0.8265 -0.9126  0.03
N -0.5130 0.4582 -1.5135  0.09
O 1.1502 2.3206 -1.9957  0.06
N -4.8868 -0.0495 3.0445  0.14
N -0.5184 8.4484 -3.2025  0.10
C -1.5192 -5.8451 0.5019  -0.11
C -8.2268 -3.7756 -0.4564  -0.22
C 8.9694 -3.0815 2.5118  -0.06
N -3.2131 3.5556 -6.0218  0.11
C -1.0081 7.3698 -3.1207  -0.26
H 1.5866 -1.1060 8.6978  0.08
H 3.7831 3.7076 -5.3138  0.06
N -7.4686 -4.6850 -0.3698  0.12
H 4.9882 3.1521 -4.1306  0.08
H -0.1959 0.9529 4.4118  0.11
H -1.3505 6.0628 -7.3562  0.07
N 2.7380 1.7934 7.6317  0.13
C -2.9131 -0.9013 0.3506  -0.13
H 4.2675 -2.3240 -5.5727  0.06
H -5.5873 -4.0483 0.8227  0.04
H -3.0070 2.5064 3.6346  0.09
H -1.8568 -5.3710 -0.4871  0.06
H -4.2739 10.2144 -2.9158  0.08
H -0.0684 -4.9159 1.9315  0.09
N 1.3194 4.7381 -6.1209  0.12
H -1.5198 2.4403 -3.5121  0.06
H -2.1727 1.1094 4.3460  0.04
N 3.4137 -4.7242 -3.5871  0.12
C 0.7893 0.0794 0.5584  -0.02
H -0.4187 7.4042 -6.6524  0.08
H 5.4636 -3.6160 -5.8224  0.08
C -2.8705 -1.5852 -1.0976  -0.24
C -3.9618 8.6388 -1.5095  -0.22
H -4.8553 10.5632 -1.2724  0.08
N 0.4616 -0.8272 1.7381  0.06
C 4.0204 1.5874 -5.2146  -0.24
H 0.0091 6.7703 -8.2576  0.08
H 3.0512 -2.6909 -2.2995  0.03
C -1.4702 -2.2692 -1.5012  -0.62
H -3.7009 -2.3945 -1.1346  0.12
H 3.2337 0.7685 -1.1181  0.04
H 0.1265 1.0186 0.7404  0.16

Cartesian forces (eV/Å) of the 3 atoms listed first:
0.15 -0.03 0.01
-0.07 -0.11 0.06
0.23 -0.10 0.99

As for the total energy: -5640.31998 hartree. As for the total charge: +1.

=====

2.
Here is C8H16N2O4 in the gas phase from the Open Molecules 2025 dataset. Energies are from wB97M-V/def2-TZVPD.

Each line ends with the Löwdin charge.
Positions of all 30 atoms, in Å:
C -3.3302 -1.5477 2.4788  -0.13
H -3.4265 -2.6375 -0.1514  0.14
H 3.1225 0.0704 -2.3336  0.12
C 1.8206 0.6483 -0.6211  -0.14
H -2.1154 -3.6421 1.1351  0.10
N -2.2676 0.5370 0.0131  0.01
H -3.2348 0.7623 0.1928  0.06
H -1.4118 -2.6466 -0.5481  0.12
H -1.9845 0.4909 1.9222  0.12
N 0.3988 0.0998 -0.3126  0.04
H -4.2440 -1.1017 1.8084  0.09
H -2.3892 0.0772 -0.9775  0.13
O 1.7900 -1.3202 -1.7467  -0.11
C -2.0661 -1.5997 1.6146  -0.50
C 1.8337 2.1710 -0.8772  -0.40
C -0.0465 -0.3169 0.9627  -0.36
C -1.7023 -0.2158 1.1956  -0.26
C -2.2257 -2.6643 0.4295  -0.10
H -3.9160 -2.7357 2.4529  0.13
H -3.3479 -1.1460 3.7232  0.15
H 2.9690 3.6470 -2.2049  0.23
O 0.8558 2.7882 -0.9426  0.14
H 0.9018 -1.2714 -1.1418  0.12
H -1.2406 -1.9360 2.1380  0.08
H 1.5310 0.3074 -2.8406  0.13
O 0.7433 -0.7220 1.8076  0.07
H 2.4647 0.2604 0.1745  0.16
C 2.1155 -0.0073 -1.9688  -0.27
O 3.0204 2.6545 -1.6327  -0.07
H -0.2666 1.0339 -0.4217  0.18

Cartesian forces (eV/Å) of the 3 atoms listed first:
-4.64 -2.63 0.80
3.76 -0.08 2.02
0.77 0.10 0.49

As for the energy relative to the best compared isomer or geometry (same formula, charge and spin): 662.2 kJ/mol. As for the total charge: 0. As for the SMILES: CC(C)[C@H](N)C(=O)N[C@@H](CO)C(=O)O.